Molecular formula: C5H14N4
Method: DFT, ωB97M-V/def2-TZVPD

Structure (XYZ):
```
23
Properties=species:S:1:pos:R:3:forces:R:3
C -1.886 -1.743 0.160 0.237 0.326 -0.240
N -2.260 -0.485 -0.035 0.216 -0.321 0.224
N -0.746 -2.214 -0.381 -0.295 0.019 0.121
C 0.386 -1.598 2.997 0.069 -0.020 0.099
N -0.133 -1.321 1.894 -0.113 -0.003 -0.096
H -2.613 -2.422 0.589 0.021 0.018 -0.004
H -1.542 0.208 -0.322 -0.020 -0.103 -0.015
H -0.631 -3.203 -0.205 -0.035 0.051 0.025
H 0.037 -1.706 0.131 -0.048 0.066 0.028
H -3.015 -0.137 0.534 0.010 -0.073 -0.040
H 1.484 -1.620 3.180 -0.065 0.011 -0.043
H -0.200 -1.844 3.909 0.013 0.017 -0.070
C 0.659 1.688 0.464 0.037 0.022 -0.037
C 1.734 1.792 -2.386 0.007 0.004 0.052
C 0.393 1.324 -1.895 0.014 0.011 0.177
N -0.080 1.282 -0.721 0.074 0.013 -0.181
H -0.270 0.952 -2.681 0.009 0.015 0.022
H 0.073 2.444 0.990 0.032 -0.031 -0.039
H 1.661 2.084 0.280 -0.065 -0.028 -0.027
H 0.723 0.813 1.118 0.010 0.035 -0.022
H 2.359 2.229 -1.611 -0.042 -0.023 -0.025
H 1.595 2.529 -3.181 -0.015 -0.048 0.055
H 2.270 0.948 -2.829 -0.051 0.041 0.034
```
Forces are in eV/Å.

The orbital gap (spin up / spin down) is 7.01 / 7.01 eV. The net charge is 0. The value obtained for the energy above the lowest of the compared OMol25 structures with the same formula, charge and spin is 321.2 kJ/mol. The LUMO energy (spin up / spin down) comes out at 0.99 / 0.99 eV.